# 1
Density functional theory data (ωB97M-V/def2-TZVPD) for a 2-piece molecular cluster, C6H14N2 overall at a distorted geometry.

Cartesian coordinates (Å):
C 0.154 2.310 -2.036
N -1.177 1.726 -1.850
C -1.449 1.132 -0.651
N -2.332 0.220 -0.550
H 0.145 2.954 -2.913
H 0.374 2.953 -1.185
H 0.929 1.550 -2.146
H -1.446 1.165 -2.643
H -0.862 1.532 0.173
H -2.449 -0.016 0.427
C 0.520 -2.121 -0.013
C 0.804 -1.141 1.083
C 1.684 -0.149 0.938
C 0.075 -1.336 2.384
H 0.622 -3.152 0.323
H 1.175 -1.948 -0.863
H -0.503 -1.987 -0.378
H 1.893 0.517 1.763
H 2.164 -0.005 -0.022
H 0.314 -0.538 3.085
H 0.369 -2.279 2.854
H -1.003 -1.388 2.219

frontier orbital gap	10.0	eV
SMILES	[H]/N=C/NC.C=C(C)C
HOMO level	-9.0	eV

Atom charges from the Mulliken analysis, given in e for atoms 1 to 4: -0.783, -0.319, 0.134, -0.766


# 2
Density functional theory data (ωB97M-V/def2-TZVPD) for one molecule with the formula C6H14N2 at a distorted geometry.

Cartesian coordinates (Å):
C -1.462 -1.016 0.146
N -0.123 -1.659 -0.078
C 0.699 -1.114 -1.163
C 1.552 0.104 -0.693
C 1.133 1.454 -1.233
C 1.160 2.621 -0.615
C -1.376 0.087 1.153
N -0.964 -0.321 2.492
H -1.999 -0.763 -0.785
H -2.054 -1.877 0.492
H -0.386 -2.612 -0.282
H 0.057 -0.677 -1.949
H 1.387 -1.907 -1.438
H 2.617 -0.072 -0.848
H 1.445 0.211 0.394
H 0.870 1.474 -2.292
H 0.650 3.472 -1.051
H 1.358 2.761 0.443
H -2.274 0.712 1.298
H -0.763 0.913 0.785
H -0.021 -0.685 2.394
H -1.506 -1.105 2.829

frontier orbital gap	10.2	eV
SMILES	C=CCCNCCN
HOMO level	-9.2	eV

Atom charges from the Mulliken analysis, given in e for atoms 1 to 4: -0.628, -0.370, -0.547, -0.402


# 3
Density functional theory data (ωB97M-V/def2-TZVPD) for C6H14N2O as an isolated structure at a distorted geometry.

Cartesian coordinates (Å):
C -0.879 0.327 1.095
C -0.176 -0.949 1.595
C -2.394 0.247 1.391
N -0.605 0.505 -0.333
C -0.336 1.466 1.857
N 0.091 2.371 2.424
H -0.296 -0.472 -0.874
H -1.361 0.953 -0.841
H 0.902 -0.854 1.479
H -2.898 1.142 1.026
H -0.411 -1.129 2.644
H -0.499 -1.795 0.987
H -2.810 -0.609 0.860
H -2.580 0.124 2.457
C 1.908 -1.371 -2.265
C 1.048 1.245 -1.043
O 0.850 -1.104 -1.419
H 2.532 -2.172 -1.835
H 1.627 -1.678 -3.289
H 0.897 1.290 -2.113
H 1.969 0.795 -0.704
H 0.823 2.207 -0.594
H 2.598 -0.538 -2.506

frontier orbital gap	8.2	eV
HOMO level	-7.9	eV

Atom charges from the Mulliken analysis, given in e for atoms 1 to 4: 1.474, -1.489, -1.685, -0.400


# 4
Density functional theory data (ωB97M-V/def2-TZVPD) for a 2-piece molecular cluster, C6H14N2O overall at a distorted geometry.

Cartesian coordinates (Å):
C -0.289 0.347 -2.034
C -1.374 1.362 -2.175
C -0.359 -0.906 -2.836
N 0.745 0.516 -1.242
O 1.017 1.753 -0.959
H 1.059 -0.234 -0.608
H -1.232 2.164 -1.455
H -2.346 0.896 -1.998
H -1.391 1.786 -3.181
H -1.387 -1.259 -2.924
H 0.246 -1.692 -2.389
H 0.016 -0.722 -3.842
C -0.223 1.341 1.931
C 1.062 -2.119 2.499
C 0.748 -0.668 2.633
N 0.129 -0.038 1.737
H 1.100 -0.181 3.557
H 0.078 1.739 2.910
H -1.303 1.444 1.814
H 0.260 1.921 1.140
H 0.672 -2.669 3.357
H 0.628 -2.519 1.585
H 2.144 -2.264 2.480

frontier orbital gap (alpha / beta)	8.8 / 8.7	eV
SMILES	CC(C)=[NH+][O-].C/C=N/C
HOMO level (alpha / beta)	-7.8 / -7.8	eV

Atom charges from the Mulliken analysis, given in e for atoms 1 to 4: 0.672, -1.146, -1.225, 0.189


# 5
Density functional theory data (ωB97M-V/def2-TZVPD) for a 3-piece molecular cluster, C6H14N2O overall at a distorted geometry.

Cartesian coordinates (Å):
C -0.790 -0.450 -1.150
C 0.694 -0.155 0.891
C -0.296 -1.863 -1.333
C 1.909 0.401 0.198
C -0.512 0.475 0.874
N -0.334 0.434 -2.156
N 1.071 0.388 2.858
C -1.473 1.298 1.172
O -2.180 -0.396 -1.067
H -2.534 -0.299 -1.966
H 0.699 -1.217 1.113
H 0.647 0.336 -2.379
H -0.563 1.402 -1.962
H 0.275 0.102 3.431
H 1.081 1.409 2.902
H 0.792 -1.924 -1.339
H -0.689 -2.495 -0.539
H -0.654 -2.260 -2.292
H 2.175 -0.199 -0.673
H 2.736 0.370 0.906
H 1.761 1.436 -0.108
H -2.334 1.364 0.517
H -1.480 1.845 2.104

frontier orbital gap (alpha / beta)	7.3 / 7.3	eV
HOMO level (alpha / beta)	-6.7 / -6.7	eV

Atom charges from the Mulliken analysis, given in e for atoms 1 to 4: 0.525, 0.711, -1.499, -1.352


# 6
Density functional theory data (ωB97M-V/def2-TZVPD) for one molecule with the formula C6H14N2O at a distorted geometry.

Cartesian coordinates (Å):
C 1.890 -0.768 -0.229
C -1.891 0.770 0.501
C 0.324 1.840 -0.767
C -2.944 0.138 -0.389
C 0.100 -0.569 0.193
C -0.208 0.639 -0.093
N 2.721 0.204 0.409
N -0.358 -1.654 0.881
O 2.150 -2.117 0.185
H 3.086 -2.322 0.063
H 2.025 -0.692 -1.318
H 2.536 0.248 1.405
H 3.719 0.055 0.257
H -1.255 -2.027 0.554
H 0.345 -2.361 0.981
H -2.008 1.848 0.554
H -1.929 0.381 1.515
H -0.347 2.156 -1.566
H 0.414 2.662 -0.065
H 1.303 1.643 -1.197
H -3.951 0.389 -0.059
H -2.851 0.487 -1.422
H -2.868 -0.952 -0.392

frontier orbital gap	8.7	eV
SMILES	CC/C(C)=C(\N)[C@@H](N)O
HOMO level	-7.9	eV

Atom charges from the Mulliken analysis, given in e for atoms 1 to 4: -0.366, -0.815, -1.361, -0.904